ORCA calculation (ωB97M-V with the def2-TZVPD basis set) on a structure of composition C14H17InN.

The LUMO energy (spin up / spin down) comes out at 2.30 / 2.57 eV. The net charge is -1.

Structure (XYZ):
```
33
C14H17InN (ωB97M-V with the def2-TZVPD basis set)
C -2.121 -1.483 -2.776
C -3.105 -0.828 -2.018
C -2.723 -0.878 -0.658
C -1.483 -1.549 -0.573
C -1.093 -1.914 -1.896
In 0.883 0.050 -1.252
N 2.791 -1.946 -1.734
C -0.308 1.752 -2.564
C -1.469 2.601 -2.512
H -3.306 -0.495 0.201
H -4.005 -0.340 -2.406
H -0.951 -1.839 0.362
H -0.232 -2.573 -2.150
H -2.128 -1.626 -3.864
H -2.392 2.161 -2.991
H 0.790 2.115 -2.358
H 2.135 -1.694 -2.569
H -1.349 3.504 -1.857
H -0.267 0.847 -3.287
C 0.045 1.008 0.808
C 0.929 0.539 1.933
C 0.884 1.138 3.220
C 1.758 0.710 4.238
C 2.664 -0.335 3.985
C 2.695 -0.942 2.712
C 1.834 -0.499 1.707
H -1.020 0.657 0.927
H 0.001 2.121 0.762
H 0.179 1.939 3.410
H 1.730 1.186 5.211
H 3.350 -0.672 4.764
H 3.386 -1.747 2.510
H 1.902 -0.967 0.712
```

ORCA calculation (ωB97M-V with the def2-TZVPD basis set) on a cluster of 2 separate species, C7H17NO in total.

The LUMO energy (spin up / spin down) comes out at -0.61 / -0.82 eV. Its energy above the lowest of the compared OMol25 structures with the same formula, charge and spin is 109.65 kcal/mol.

Structure (XYZ):
```
26
C7H17NO (ωB97M-V with the def2-TZVPD basis set)
C 0.077 -1.716 -1.186
C -0.197 -0.879 1.262
C -0.943 -0.764 -1.804
C -0.513 -3.104 -0.936
C 0.677 -1.112 0.128
O 1.488 -1.890 0.844
H 0.936 -1.818 -1.853
H 0.209 -0.424 2.160
H -0.756 1.549 1.211
H -1.253 -1.132 1.256
H -1.798 -0.602 -1.143
H -1.328 -1.187 -2.734
H -0.504 0.206 -2.040
H -0.747 -3.591 -1.884
H 0.196 -3.724 -0.388
H -1.437 -3.043 -0.355
C 0.057 2.714 -0.261
C 0.932 2.423 1.985
N -0.242 2.420 1.126
H 1.022 -0.068 -0.156
H 0.796 2.025 -0.707
H 0.644 2.153 3.001
H 0.464 3.725 -0.335
H -0.857 2.674 -0.853
H 1.724 1.734 1.652
H 1.353 3.431 2.011
```

ORCA calculation (ωB97M-V with the def2-TZVPD basis set) on a structure of composition C33H44As3N5O3STi.

The LUMO energy (spin up / spin down) comes out at 2.44 / 2.44 eV. The net charge is -1. As for the expectation value of S²: 0.75. Its energy above the lowest of the compared OMol25 structures with the same formula, charge and spin is 55.13 kcal/mol. As for the spin multiplicity: 2.

Structure (XYZ):
```
90
C33H44As3N5O3STi (ωB97M-V with the def2-TZVPD basis set)
Ti 0.608 -1.555 -0.659
O 1.025 -2.539 0.885
C 1.132 -3.824 1.164
C 1.761 -4.240 2.342
C 1.928 -5.586 2.597
C 1.450 -6.550 1.704
C 0.772 -6.137 0.574
C 0.580 -4.783 0.297
C -0.285 -4.399 -0.815
N -0.592 -3.184 -1.052
N -1.593 -2.957 -2.002
C -1.700 -1.680 -2.179
O -0.962 -0.800 -1.571
C -2.759 -1.210 -3.151
C -3.094 0.130 -3.217
C -4.064 0.575 -4.112
C -4.697 -0.330 -4.948
C -4.362 -1.676 -4.886
C -3.398 -2.115 -3.989
H 2.149 -3.487 3.015
H 2.445 -5.897 3.497
H 1.597 -7.604 1.900
H 0.364 -6.872 -0.114
H -0.754 -5.170 -1.421
H -2.595 0.818 -2.572
H -4.313 1.629 -4.150
H -5.447 0.011 -5.652
H -4.848 -2.390 -5.539
H -3.124 -3.161 -3.930
N 3.919 -3.048 -3.989
C 3.392 -2.788 -2.707
S 1.701 -2.292 -2.796
N 4.218 -2.973 -1.752
N 3.821 -2.901 -0.425
C 3.876 -1.771 0.156
C 4.148 -0.471 -0.524
C 5.450 -0.047 -0.765
C 5.719 1.033 -1.597
C 4.649 1.659 -2.234
C 3.346 1.254 -1.990
C 3.071 0.226 -1.083
O 1.823 -0.099 -0.779
H 3.439 -2.547 -4.719
H 4.922 -2.938 -4.010
H 3.661 -1.799 1.224
H 6.265 -0.610 -0.322
H 6.738 1.351 -1.781
H 4.830 2.467 -2.935
H 2.513 1.713 -2.507
C 1.343 5.031 -0.183
As 0.770 3.180 0.033
C 0.041 2.940 -1.753
C -0.948 3.598 0.925
C -1.011 3.122 2.378
C 0.301 3.499 3.079
C -1.287 1.612 2.530
As -0.349 0.100 1.701
C 1.194 0.016 2.902
C -1.489 -1.195 2.629
C -2.140 3.864 3.136
As -4.079 3.802 2.725
C -4.565 2.215 3.767
C -4.302 2.999 0.952
H 0.751 5.529 -0.954
H 2.397 5.056 -0.459
H 1.216 5.557 0.764
H -0.866 3.536 -1.879
H -0.162 1.891 -1.896
H 0.780 3.259 -2.488
H -1.750 3.160 0.332
H -1.079 4.683 0.876
H 1.176 3.042 2.613
H 0.281 3.181 4.126
H 0.442 4.586 3.061
H -2.308 1.412 2.202
H -1.242 1.383 3.599
H 0.982 0.549 3.830
H 2.057 0.460 2.405
H 1.406 -1.032 3.101
H -1.570 -0.945 3.688
H -1.058 -2.187 2.515
H -2.479 -1.183 2.173
H -1.911 4.932 3.128
H -2.115 3.558 4.188
H -4.210 2.344 4.789
H -4.139 1.300 3.355
H -5.651 2.129 3.787
H -4.027 3.715 0.178
H -5.370 2.794 0.866
H -3.753 2.072 0.799
```

ORCA calculation (ωB97M-V with the def2-TZVPD basis set) on a structure of composition C5H12O.

The LUMO energy comes out at -0.67 eV. Its energy above the lowest of the compared OMol25 structures with the same formula, charge and spin is 133.20 kcal/mol.

Structure (XYZ):
```
18
C5H12O (ωB97M-V with the def2-TZVPD basis set)
C -1.927 0.199 -0.548
O -1.659 0.127 -1.871
C -0.794 1.091 0.194
C 0.477 0.609 -0.330
C 0.886 -0.845 -0.015
C 1.509 -1.048 1.365
H -2.849 0.763 -0.333
H -1.964 -0.782 -0.032
H 0.081 0.594 -2.287
H -0.952 2.128 -0.094
H -0.745 0.981 1.275
H 0.103 0.539 -1.486
H 1.349 1.252 -0.230
H -0.090 -1.328 0.021
H 1.586 -1.117 -0.797
H 0.987 -0.471 2.132
H 2.484 -0.580 1.479
H 1.519 -2.111 1.557
```

| no. | calculated total energy (a.u.) |
| --- | --- |
| 1 | -788.297535 |
| 2 | -406.755600 |
| 3 | -9738.505678 |
| 4 | -272.736391 |